DFT (the ωB97M-V functional and the def2-TZVPD basis) results for one molecule with the formula C21H24N2OS at a distorted geometry.

Summary:
**LUMO**: 0.32 eV
**Relative energy (zero: lowest compared OMol25 entry of this formula, charge and spin)**: 10.1 kcal/mol
**Largest force on an atom**: 0.04040 hartree/bohr
**E**: -38029.93467 eV

Last column: Löwdin charge in e.
Positions of all 49 atoms, in Å:
N (6.22288, -2.22048, 0.86652)  0.15
C (6.07967, -0.93069, 1.32750)  -0.50
O (7.05512, -0.21653, 1.28119)  0.06
C (4.75032, -0.47067, 1.83332)  -0.12
C (4.59860, 0.83786, 2.34793)  -0.01
C (3.36860, 1.32720, 2.74473)  -0.05
C (2.18970, 0.54185, 2.61639)  -0.07
C (2.33916, -0.77551, 2.13105)  -0.56
S (0.95394, -1.84819, 2.08662)  0.96
C (0.37430, -1.60116, 0.35810)  -0.52
C (0.00321, -0.10087, 0.19558)  -0.17
C (-0.86330, 0.17395, -1.03302)  -0.29
C (-0.31486, -0.37141, -2.34829)  -0.12
C (-0.85808, -1.82895, -2.42636)  -0.12
C (-1.70530, -1.97943, -1.13528)  -0.29
C (-0.92171, -2.47562, 0.11355)  -0.15
N (-2.10674, -0.60510, -0.82552)  -0.10
C (-3.33866, -0.11589, -1.49143)  -0.13
C (-3.67874, 1.28279, -1.07402)  -0.22
C (-3.89172, 2.32985, -1.98620)  -0.03
C (-4.24939, 3.62330, -1.56417)  -0.09
C (-4.40358, 3.90483, -0.23480)  -0.10
C (-4.16017, 2.88207, 0.70070)  -0.07
C (-3.76445, 1.58037, 0.30902)  -0.02
C (3.58142, -1.25137, 1.71322)  -0.05
H (5.60423, -2.91198, 1.25209)  0.08
H (7.19590, -2.46338, 0.65200)  0.12
H (5.47621, 1.42787, 2.44785)  0.11
H (3.32729, 2.30224, 3.16106)  0.09
H (1.19862, 0.95223, 2.87731)  0.11
H (1.15987, -1.91351, -0.39997)  0.13
H (-0.49970, 0.19725, 1.08984)  0.09
H (0.88897, 0.51815, 0.12174)  0.11
H (-1.03868, 1.23524, -1.14129)  0.14
H (0.78340, -0.30881, -2.43201)  0.12
H (-0.73485, 0.21157, -3.17327)  0.10
H (-1.52184, -1.97666, -3.28688)  0.10
H (-0.04194, -2.57512, -2.52852)  0.11
H (-2.56553, -2.61854, -1.36213)  0.14
H (-1.55289, -2.37642, 1.01425)  0.11
H (-0.56290, -3.51659, 0.03515)  0.11
H (-3.23927, -0.15663, -2.57183)  0.11
H (-4.18165, -0.73444, -1.18608)  0.13
H (-3.73461, 2.07021, -3.03707)  0.11
H (-4.41820, 4.43135, -2.23171)  0.09
H (-4.64585, 4.87885, 0.09259)  0.09
H (-4.25595, 3.08804, 1.75304)  0.09
H (-3.53981, 0.83509, 1.05352)  0.11
H (3.63895, -2.28817, 1.29394)  0.12